[1]
DFT (ωB97M-V/def2-TZVPD) results for C36H29BF4MnN2O8S2 as an isolated structure.

```
! wB97M-V def2-TZVPD RIJCOSX def2/J DEFGRID3
* xyz -2 2
Mn 0.076 0.095 0.009
C 0.929 -4.425 1.281
C 1.054 -2.913 1.387
O 0.457 -2.234 0.549
C 1.826 -2.356 2.472
C 2.718 -3.129 3.229
C 3.374 -2.611 4.315
C 3.138 -1.283 4.688
C 2.287 -0.492 3.970
C 1.623 -0.974 2.809
O 0.834 -0.218 2.150
H 0.088 -4.643 0.627
H 0.757 -4.867 2.258
H 1.828 -4.850 0.837
H 2.905 -4.153 2.935
H 4.073 -3.216 4.878
H 3.650 -0.877 5.549
H 2.116 0.539 4.236
O -3.531 -0.920 -1.986
C -2.447 -0.425 -1.682
O -1.504 -0.987 -1.056
C -2.154 1.007 -2.136
C -3.006 1.598 -3.088
C -2.735 2.855 -3.545
C -1.609 3.531 -3.030
C -1.254 4.827 -3.444
C -0.154 5.449 -2.920
C 0.610 4.814 -1.933
C 0.285 3.556 -1.501
C -0.816 2.871 -2.047
N -1.103 1.616 -1.622
H -3.858 1.025 -3.418
H -3.358 3.347 -4.281
H -1.869 5.319 -4.186
H 0.133 6.430 -3.274
H 1.466 5.318 -1.512
H 0.865 3.068 -0.739
O -1.462 0.889 1.503
S -1.071 0.876 2.926
C -1.178 -0.847 3.506
C -0.631 -1.187 4.733
C -0.617 -2.513 5.129
C -1.128 -3.490 4.290
C -1.666 -3.141 3.060
C -1.698 -1.814 2.665
C -2.724 1.077 3.738
C -3.873 0.809 3.015
C -5.102 0.786 3.651
C -5.185 1.039 5.011
C -4.037 1.333 5.728
C -2.807 1.354 5.092
H -0.197 -0.425 5.365
H -0.165 -2.781 6.074
H -1.088 -4.529 4.588
H -2.054 -3.903 2.401
H -2.056 -1.523 1.686
H -3.778 0.619 1.956
H -5.997 0.561 3.087
H -6.143 1.002 5.512
H -4.102 1.539 6.786
H -1.909 1.583 5.646
F 3.220 1.854 2.093
B 2.299 2.344 1.213
F 1.964 1.324 0.216
F 2.794 3.433 0.542
F 1.118 2.662 1.854
N 1.618 -1.130 -1.703
C 2.591 -1.322 -2.695
C 3.935 -1.059 -2.425
C 4.897 -1.331 -3.383
C 4.529 -1.856 -4.604
C 3.200 -2.078 -4.898
C 2.230 -1.812 -3.949
S 5.796 -2.316 -5.810
O 5.233 -3.461 -6.527
O 6.979 -2.645 -5.013
O 5.966 -1.130 -6.649
H 0.808 -1.733 -1.836
H 2.017 -1.231 -0.772
H 4.209 -0.664 -1.457
H 5.948 -1.172 -3.191
H 2.950 -2.490 -5.863
H 1.185 -2.006 -4.149
*
```


[2]
DFT (ωB97M-V/def2-TZVPD) results for one molecule with the formula CCl2O3S.

```
! wB97M-V def2-TZVPD RIJCOSX def2/J DEFGRID3
* xyz 0 1
C 1.468 -0.005 -0.316
O 2.005 -0.528 -1.238
O 0.133 -0.111 0.130
O -2.020 -0.340 1.451
S -1.529 -0.716 0.143
Cl 2.216 0.964 0.876
Cl -2.274 0.736 -1.046
*
```


How do the records compare in orbital gap? In the order shown, they have 6.84, 10.85 eV.
How do the records compare in energy above the lowest of the compared OMol25 structures with the same formula, charge and spin? In the order shown, they have 69.53, 0.00 kcal per mole.
How do the records compare in max |F|? In the order shown, they have 2.62, 2.13 eV Å⁻¹.